Record 1
Formula: C3HCl3O
Source: the OMol25 dataset
Level of theory: ωB97M-V with the def2-TZVPD basis set

```
8
Properties=species:S:1:pos:R:3:forces:R:3
Cl -0.014458 2.377485 -0.181713 0.45 -0.80 -0.07
Cl 2.925856 0.707927 0.151060 -0.36 0.04 -0.19
C 1.356235 -0.058790 -0.039592 -0.98 3.00 -0.16
O -2.028271 -1.292809 -0.748747 0.47 0.98 1.47
C 0.223489 0.671581 -0.214913 -1.43 -2.78 1.21
C -1.717136 -0.522069 0.081579 4.26 -1.14 -6.19
Cl 1.452044 -1.725182 0.087411 -0.35 -1.10 -0.03
H -2.197758 -0.158144 0.864917 -2.05 1.80 3.96
```
Positions in Å, forces in eV/Å.

Results
Gap between HOMO and LUMO   8.9 eV
F_max   0.14786 hartree/bohr
E_tot   -42737.89466 eV

***

Record 2
Formula: C2H6N2
Source: the OMol25 dataset
Level of theory: ωB97M-V with the def2-TZVPD basis set

```
10
Properties=species:S:1:pos:R:3:forces:R:3
H -3.621723 0.571935 -0.779832 1.16 -0.26 0.51
H -3.194458 -0.299001 0.781722 0.56 0.91 0.65
C -2.771966 0.114306 -0.151902 -0.11 -3.28 -2.37
H 2.009091 1.106369 0.026080 1.25 0.29 0.93
N 2.282541 -0.854336 0.399554 -0.18 0.20 1.80
C 2.787007 0.330610 0.270127 -5.47 -1.68 -1.06
N -1.719581 -0.435488 -0.711550 -1.51 4.14 1.13
H -0.784050 -0.042337 -0.580408 -0.07 -1.51 0.07
H 3.785384 0.482312 0.024510 1.78 0.10 -0.22
H 1.227751 -0.974369 0.721697 2.59 1.09 -1.44
```
Positions in Å, forces in eV/Å.

Results
Gap between HOMO and LUMO   8.3 eV
F_max   0.11321 hartree/bohr
E_tot   -5146.88383 eV
Structure (SMILES)   C=N.C=N

***

Record 3
Formula: C16H32AlFO12
Source: the OMol25 dataset
Level of theory: ωB97M-V with the def2-TZVPD basis set

```
62
Properties=species:S:1:pos:R:3:forces:R:3
C -1.822961 -0.406827 -0.428970 -0.51 -1.29 -0.35
C 1.639295 -1.509813 0.072142 0.55 -0.66 -0.66
C -5.163275 -2.007128 2.494280 -0.98 -0.30 -0.31
H 0.310055 2.371433 -0.775103 0.08 0.43 0.06
H 3.020767 0.161366 6.749539 0.02 -0.01 -0.21
H 1.448487 -4.304211 -4.150514 -0.30 0.26 0.46
H -2.520138 3.919027 -5.180157 -0.16 -0.16 0.46
C -0.870718 3.340792 -3.201742 -1.15 0.60 -0.46
O -1.857736 2.781645 -2.801380 -0.08 -0.33 0.19
H 0.655309 -1.084917 0.302568 0.09 0.45 0.24
H 2.459165 0.182399 2.082909 0.29 -0.38 0.65
C 1.366965 -5.265808 -3.636153 0.08 0.10 -0.52
H 2.915056 1.760373 1.803270 0.04 0.30 0.16
H -1.510117 6.737385 -5.126029 -0.29 0.39 -0.48
O 0.796358 -2.544177 -2.275459 -0.40 0.43 -0.32
H 0.934521 -5.916210 -4.399334 0.12 -0.23 0.14
H 3.966316 0.468752 -0.056901 -0.14 0.22 0.06
H -6.355024 -1.031741 3.992902 -0.01 0.00 -0.03
O -4.611840 -1.603727 1.217859 0.54 -0.25 -0.51
H -1.109691 -1.210816 -0.203854 0.02 0.02 0.39
H 0.021249 1.291617 -2.078798 0.17 -0.19 0.12
H 4.696061 -0.583499 1.183659 0.46 0.03 -0.32
C 3.848197 0.870604 6.727565 -1.41 0.91 0.54
H 1.697490 1.924466 -1.833094 0.07 0.39 -0.09
O 4.057107 0.900080 3.279734 0.68 -0.09 -0.17
H -1.790915 -0.266072 -1.505082 -0.27 0.56 0.05
H -1.511631 0.456666 0.177844 0.47 0.47 0.27
O -2.534287 -1.291602 2.024486 0.68 -0.22 -0.04
H -1.130809 5.609275 -6.436698 -0.13 0.04 -0.13
O 2.240899 1.273343 4.575672 -0.14 -0.16 -0.28
C 3.437118 1.121541 4.437668 -0.68 -0.60 0.30
O 0.348826 3.144874 -2.753592 1.82 0.60 0.31
O 1.478371 -2.901470 -0.154429 0.09 0.53 0.51
O 0.933432 -4.605260 -1.300929 0.28 1.10 0.81
O 4.329131 1.054428 5.389041 0.88 -0.55 0.19
H 4.572837 0.550892 7.468801 0.73 0.00 -0.78
O -3.134511 -0.809546 -0.095956 0.76 0.14 -1.06
C 0.638965 2.161739 -1.813112 -1.05 -1.29 -0.20
C 0.492857 -5.368857 -2.402225 0.04 -0.32 -1.24
H -2.860660 5.986338 -6.130728 0.07 0.47 -0.07
H -4.654891 -0.561472 3.947630 -0.17 0.41 0.04
H -4.513933 -2.728216 2.986790 0.18 0.18 0.00
C -1.875777 5.875129 -5.687531 0.98 -0.83 1.11
H -5.794422 0.050325 2.701264 -0.05 0.00 0.01
H -0.555407 -5.121669 -2.611434 0.11 -0.02 0.00
C -5.524629 -0.793846 3.331224 0.71 -0.33 0.29
H 2.393960 -5.573421 -3.431660 -0.09 -0.19 0.10
H 2.353554 -1.400189 0.882725 -0.37 -0.17 0.35
Al -0.527024 -0.032684 3.795328 0.18 0.35 -0.65
F 0.123131 1.068158 1.268427 -0.22 -0.42 0.10
C 1.029843 -3.277273 -1.360743 0.34 -1.58 0.20
H -6.066226 -2.525860 2.174457 0.06 -0.05 0.09
H 3.461532 1.843177 7.037523 -0.07 -0.13 0.23
H 5.165518 1.154582 1.122810 0.37 -0.28 -0.60
C 4.371361 0.431266 0.948114 -0.36 0.02 1.98
C -3.342462 -1.306060 1.120233 -1.03 0.91 1.41
H -2.716786 5.147712 -3.891383 0.19 -0.49 0.35
H 2.081947 -1.042913 -0.809366 -0.39 0.18 -0.18
O -0.816963 4.287390 -4.128303 0.78 0.11 0.60
H 0.551782 -6.400615 -2.051802 -0.25 0.13 0.16
C 3.372238 0.788844 2.073736 -0.96 0.67 -1.76
C -2.036869 4.760282 -4.657738 -1.27 0.13 -1.53
```
Positions in Å, forces in eV/Å.

Results
Gap between HOMO and LUMO   2.3 eV
F_max   0.04105 hartree/bohr
E_tot   -50971.03406 eV
Net charge   +2

***

Record 4
Formula: C26H53Br19InO
Source: the OMol25 dataset
Level of theory: ωB97M-V with the def2-TZVPD basis set

```
100
Properties=species:S:1:pos:R:3:forces:R:3
C -1.132940 -4.922533 4.091299 -0.01 -0.10 -0.35
C 3.828398 3.316067 -4.575308 -0.10 0.03 0.20
C -5.093222 -8.868476 4.275713 -0.10 -0.02 0.18
Br 8.210670 -2.244695 0.543165 0.07 -0.03 0.12
H -5.889081 3.310342 6.268332 0.02 -0.02 -0.02
H -3.450040 2.603028 5.790466 -0.02 -0.03 -0.04
Br -2.316907 4.129238 7.389738 -0.01 -0.07 -0.01
C 2.820469 -1.231453 -1.152745 -0.30 0.16 0.53
Br -2.278551 -8.607391 3.852323 0.07 -0.18 -0.01
H 4.778126 5.694200 -9.881480 -0.03 0.01 0.02
C 5.005103 4.212332 -4.848174 0.07 -0.06 -0.20
H -5.143917 -8.042266 3.574294 0.02 -0.01 -0.04
H 0.474770 1.927757 -1.871936 -0.06 0.13 -0.03
H -6.355389 1.376941 -7.245841 0.02 -0.02 -0.01
H -7.233556 1.908834 -5.797476 0.01 -0.01 0.03
H -1.336948 -0.243165 2.098470 -0.06 0.00 0.03
H -0.565860 -5.840594 3.946781 -0.01 -0.02 0.06
C -5.341632 0.999550 -5.368874 0.12 -0.08 0.03
H 5.414476 -0.303024 0.952688 0.06 0.10 -0.08
H 0.968045 0.652209 1.101509 0.08 0.00 0.02
H -2.546574 -5.953326 5.341252 0.03 -0.03 0.01
Br 2.504336 -1.686342 1.667267 -0.13 0.05 -0.05
C 4.911404 -1.054639 0.347274 -0.38 -0.43 0.33
H 5.490014 6.153683 -11.441599 -0.03 0.02 -0.02
C -0.022969 1.085239 1.079410 -0.51 0.23 0.21
Br -1.089040 -4.016760 2.367421 -0.02 -0.03 0.29
H 4.107282 2.537961 -3.868140 -0.03 -0.02 0.05
H 3.198164 0.291220 0.336724 -0.08 0.02 -0.03
C 7.441730 -4.320706 2.368232 -0.09 0.06 0.21
Br -2.616064 -1.082237 9.521280 0.05 0.03 -0.06
H -0.616826 -4.285962 4.802399 -0.04 0.02 0.04
H -2.042011 0.454598 0.659479 0.02 0.21 -0.02
O -3.320803 1.906231 -2.845494 0.07 0.39 0.21
C 0.340247 1.074264 -2.541401 -0.13 -0.28 -0.01
H -2.282006 3.700970 -2.766949 0.03 0.07 0.03
Br -0.122261 2.220164 2.705099 0.00 -0.01 -0.03
C -1.120256 0.036288 1.063192 0.25 -0.60 0.29
Br 5.956594 -3.401042 3.221175 0.03 -0.07 -0.04
Br -3.486539 -3.684516 5.178101 -0.13 -0.05 -0.09
H 3.355478 7.296585 -11.345032 0.02 -0.04 -0.01
C 3.414472 -0.760873 0.165585 0.56 0.06 -0.16
H 3.432141 2.858436 -5.475335 0.03 -0.01 -0.03
H -0.323378 -1.971462 0.940968 0.29 0.10 -0.14
H -0.669229 0.284184 8.794244 0.03 -0.02 -0.03
Br 3.215600 8.024714 -8.991836 0.06 0.03 -0.02
C -1.917804 0.180221 7.031305 0.11 -0.09 -0.17
H 5.408726 -1.195380 -0.607493 0.05 0.32 -0.11
C 8.584730 -3.382416 2.077889 0.05 -0.01 -0.23
H 7.750545 -5.092740 3.069632 0.06 0.01 -0.01
H 7.050692 -4.783915 1.468300 0.01 0.01 -0.03
H -3.747018 3.598732 -1.748024 0.02 0.19 0.01
C -5.065872 3.432213 6.968561 -0.08 -0.18 0.00
C -1.716162 0.324441 8.513233 -0.11 0.03 0.15
H -1.087032 1.822755 -4.062350 -0.12 0.26 0.12
H 0.103805 -2.132843 -2.745000 0.11 0.10 0.10
C -6.251959 1.805864 -6.254813 -0.04 0.10 0.07
H -3.865854 3.767756 -3.530907 -0.16 -0.05 0.03
H -2.154444 1.255861 8.863667 -0.03 0.01 -0.04
H -3.667041 -10.365918 4.923958 -0.04 0.00 0.03
Br -0.835689 -1.239635 6.269273 0.09 0.04 0.05
C -3.861239 -9.711220 4.081244 0.10 0.08 -0.13
Br 4.707469 5.372770 -6.385801 -0.01 0.07 0.03
H -5.989629 -9.477691 4.186095 0.01 -0.03 0.00
Br 3.780479 -0.166257 -2.539181 0.08 -0.05 -0.14
Br -5.159196 -8.090868 6.056902 0.03 0.04 -0.06
H 4.577275 8.538988 -11.007577 0.04 0.00 -0.02
H 9.480500 -3.940566 1.814066 -0.02 -0.04 0.01
C -3.305077 3.321430 -2.709562 0.11 -0.45 -0.15
H -3.942939 -10.301879 3.171679 -0.03 0.02 -0.02
Br 2.359667 4.282151 -3.747712 0.03 0.01 -0.07
H 4.993640 -1.995870 0.886028 0.20 -0.03 -0.06
H 8.799752 -2.724257 2.912868 -0.02 0.00 0.03
H -5.830988 0.075451 -5.069108 -0.05 0.01 -0.01
H -5.019122 1.539795 -4.482738 0.02 -0.03 0.02
Br -5.100566 1.854624 8.106821 -0.03 0.04 0.05
Br 6.754670 7.171755 -9.582274 -0.04 -0.03 0.02
H -2.484399 0.358853 -1.830119 0.03 -0.02 0.04
H 1.118318 1.158616 -3.301282 0.10 -0.10 0.04
In 0.597472 -0.907538 -1.529127 -0.17 -0.17 -0.24
H -3.129024 -5.648065 3.696033 -0.01 -0.01 -0.04
H -0.142805 1.802762 0.278392 0.28 -0.03 -0.17
H -1.598991 1.086834 6.521595 0.03 0.06 0.03
C -0.715356 -1.222449 0.258065 -0.37 0.51 -0.20
Br -5.604897 3.626017 -6.502803 0.00 -0.03 -0.05
C -1.032392 1.107998 -3.236958 0.39 -0.49 0.44
H 3.157547 -2.253328 -1.322014 -0.02 -0.05 -0.17
H -5.258736 4.283617 7.612358 0.04 0.04 -0.02
C -2.540818 -5.249754 4.513651 -0.03 0.19 0.25
H 5.880969 3.618751 -5.100234 -0.01 -0.03 0.00
H -1.642303 -1.646382 -0.142308 0.04 -0.08 -0.12
C 5.153716 6.521769 -10.475009 0.19 0.03 -0.04
H -1.819268 1.918594 -1.385585 -0.10 0.23 0.00
C -3.763103 3.546157 6.225115 0.11 0.16 0.02
Br -3.721312 0.454760 -6.284441 0.01 0.04 -0.02
H -1.190879 0.113679 -3.663825 -0.09 0.13 -0.40
C 4.133850 7.613994 -10.654819 -0.20 -0.03 0.10
H -3.831313 4.296994 5.441755 -0.02 0.02 0.01
C -2.159525 1.319284 -2.235107 -0.25 -0.22 -0.33
H 5.235779 4.862369 -4.011299 -0.03 0.00 0.03
H -2.948380 -0.040460 6.772726 -0.03 0.01 0.04
```
Positions in Å, forces in eV/Å.

Results
Gap between HOMO and LUMO   6.6 eV
F_max   0.01487 hartree/bohr
E_tot   -1365850.92954 eV
Net charge   -1